This record from the OMol25 dataset describes a molecular structure, C43H32Cl5F9N4O2PPbS2 in a non-equilibrium geometry. The level of theory is ωB97M-V/def2-TZVPD.

The value obtained for the HOMO energy is -10.6 eV. As for the LUMO energy: -2.38 eV. For the electronic energy, the calculation gives -6557.51236 Ha. For the energy above the lowest of the compared OMol25 structures with the same formula, charge and spin, the calculation gives 129.6 kJ/mol.

```
! RIJCOSX wB97M-V def2-TZVPD def2/J DEFGRID3
* xyz 1 1
Pb -0.1919 1.1882 -0.4584
Cl -1.0750 1.9498 -3.5589
C -1.8745 0.5230 -4.1321
C -3.1089 0.6867 -4.7481
C -3.8200 -0.4041 -5.2127
C -3.3196 -1.6894 -5.0588
C -2.0940 -1.8413 -4.4496
Cl -1.3561 -3.3773 -4.1744
C -1.3370 -0.7513 -3.9982
S 0.1656 -1.2977 -3.2651
H -3.5010 1.6847 -4.8609
H -4.7704 -0.2506 -5.6963
H -3.8659 -2.5476 -5.4139
Cl 6.7911 -0.2979 -3.8733
C 5.1064 -0.1173 -3.6288
C 4.5848 -0.3071 -2.3548
C 3.2216 -0.1996 -2.1639
Cl 2.5502 -0.4044 -0.5922
C 2.3579 0.0873 -3.2229
O 1.0147 0.1671 -3.0024
C 2.9133 0.3074 -4.4881
Cl 1.8658 0.7039 -5.7903
C 4.2809 0.2144 -4.6948
H 5.2349 -0.5295 -1.5257
H 4.7000 0.3948 -5.6720
F 4.4326 -0.4320 6.1363
C 3.6362 -1.4988 6.0078
F 4.4353 -2.5788 6.0336
F 2.8879 -1.5577 7.1201
C 2.7892 -1.4525 4.7636
C 1.8184 -2.4321 4.5866
C 1.0020 -2.3873 3.4740
C 1.1598 -1.3712 2.5332
C 2.1565 -0.4194 2.6992
C 2.9696 -0.4533 3.8190
P 0.0025 -1.2667 1.1191
C 0.2769 -2.8808 0.2910
C 1.5355 -3.4764 0.3055
C 1.7989 -4.5858 -0.4766
C 0.7897 -5.1220 -1.2651
C -0.4791 -4.5579 -1.2662
C -0.7208 -3.4218 -0.5178
C 1.0743 -6.3126 -2.1431
F 0.8574 -7.4807 -1.5178
F 0.3061 -6.3235 -3.2441
F 2.3459 -6.3375 -2.5654
C -1.5755 -1.4828 2.0288
C -2.3148 -2.6566 2.1311
C -3.5564 -2.6413 2.7435
C -4.0473 -1.4556 3.2729
C -3.2828 -0.2958 3.2438
C -2.0521 -0.3147 2.6209
C -5.4489 -1.4061 3.8122
F -5.6490 -0.3896 4.6601
F -5.8151 -2.5246 4.4398
F -6.3327 -1.2231 2.8032
H 1.6998 -3.2127 5.3221
H 0.2411 -3.1407 3.3356
H 2.2771 0.3642 1.9689
H 3.7363 0.2936 3.9626
H 2.3204 -3.0630 0.9214
H 2.7830 -5.0291 -0.4884
H -1.2614 -4.9992 -1.8638
H -1.6929 -2.9515 -0.5630
H -1.9353 -3.5845 1.7326
H -4.1431 -3.5451 2.8109
H -3.6565 0.6084 3.7007
H -1.4403 0.5752 2.5696
C -4.6931 2.7364 1.7718
C -3.5325 3.4880 1.8781
C -2.4451 3.1437 1.0950
N -2.4630 2.1225 0.2399
C -3.5802 1.4069 0.1352
C -4.7172 1.6740 0.8792
H -5.5600 2.9738 2.3697
H -3.4724 4.3248 2.5562
H -1.5232 3.6991 1.1568
H -3.5600 0.5866 -0.5686
H -5.5990 1.0617 0.7670
C 4.2556 5.3826 -0.3213
C 3.6989 5.2318 -1.7396
C 2.2837 4.8003 -1.6666
N 1.8768 3.6386 -1.3337
N 0.5465 3.5098 -1.2541
C -0.1017 4.6093 -1.5423
N -1.4363 4.7425 -1.5147
S 0.9552 5.9395 -1.9360
H 5.3032 5.6614 -0.3595
H 4.1573 4.4437 0.2164
H 3.7123 6.1546 0.2172
H 4.2730 4.4804 -2.2854
H 3.7636 6.1810 -2.2747
H -1.9932 3.9046 -1.4871
H -1.8519 5.5875 -1.8677
C 0.6741 2.6449 2.3882
O 0.2145 1.5805 1.6222
H 1.6176 2.3795 2.8803
H -0.0507 2.8972 3.1743
H 0.8457 3.5440 1.7822
*
```

=====

This record from the OMol25 dataset describes a molecular structure, C15H23BF14HfN2O9S3 in a non-equilibrium geometry. The level of theory is ωB97M-V/def2-TZVPD.

The value obtained for the HOMO energy is -8.7 eV. As for the LUMO energy: -2.37 eV. For the electronic energy, the calculation gives -4037.87223 Ha.

```
! RIJCOSX wB97M-V def2-TZVPD def2/J DEFGRID3
* xyz 0 1
Hf -2.9954 -3.1008 -1.0600
C 4.1526 1.1067 -1.5782
C 3.8818 1.3534 -0.1021
C 2.6116 2.1819 0.0337
N 2.1646 2.3666 1.4566
C 3.2041 2.9604 2.3658
C 1.7191 1.0009 1.9627
C 0.6417 1.2957 3.0179
C -0.1679 2.3234 2.2172
C 0.8555 3.1761 1.5003
H 4.1233 2.0471 -2.1333
H 3.3811 0.4645 -2.0028
H 5.1186 0.6298 -1.7311
H 4.7545 1.7826 0.3940
H 3.7905 0.3592 0.3468
H 1.8297 1.7829 -0.6144
H 2.8431 3.1575 -0.4041
H 3.6304 3.8099 1.8396
H 3.9803 2.2125 2.5142
H 2.7320 3.1321 3.3266
H 2.4898 0.3860 2.4213
H 1.2569 0.4669 1.1342
H 1.1405 1.8071 3.8449
H 0.0295 0.4701 3.3640
H -0.8763 2.9402 2.7722
H -0.8228 1.7450 1.5635
H 0.9624 4.1583 1.9545
H 0.5690 3.3199 0.4590
C -2.7954 -4.0807 3.8260
F -4.0388 -4.3853 4.1906
F -2.6621 -2.7528 3.8218
F -1.9446 -4.6041 4.6906
S -2.4333 -4.7981 2.1039
O -3.1536 -6.0340 1.9819
O -2.9271 -3.7699 1.1052
O -1.0124 -4.9118 2.0966
C 1.7043 -2.8735 -0.8303
F 2.9420 -3.2730 -1.0995
F 1.6738 -2.3986 0.4247
F 1.3485 -1.8895 -1.6596
S 0.6013 -4.4094 -0.9337
O -0.7456 -3.9211 -0.5192
O 0.6194 -4.8283 -2.3115
O 1.1789 -5.3792 -0.0515
C -4.8755 0.9376 -1.2235
F -6.1479 1.2641 -1.1896
F -4.1910 1.8420 -1.9054
F -4.3791 0.8162 -0.0106
S -4.7362 -0.7473 -2.1211
O -5.5834 -0.7091 -3.2563
O -3.3330 -1.1677 -2.3435
O -4.9866 -1.8238 -1.1142
B -1.5530 -0.9252 0.1970
F -1.5934 0.4277 -0.1625
F -1.1709 -1.6270 -0.9597
F -0.7915 -1.2367 1.2799
F -2.8871 -1.3213 0.4132
F -1.6752 -3.4597 -2.7753
N -0.3532 1.5588 -2.4152
C 0.8137 1.2337 -3.0808
C 1.2999 2.3666 -3.6755
C 0.3395 3.3878 -3.4566
C -0.6966 2.8394 -2.7507
H -0.8780 0.9621 -1.7941
H 1.0651 0.1891 -2.9795
H 2.1712 2.5117 -4.2928
H 0.4059 4.4274 -3.7351
H -1.6190 3.2271 -2.3473
*
```

=====

This record from the OMol25 dataset describes 2 unconnected molecules or ions with the total composition C3H6O2 in a non-equilibrium geometry. The level of theory is ωB97M-V/def2-TZVPD.

The value obtained for the HOMO energy (spin up / spin down) is -15.0 / -15.0 eV. As for the LUMO energy (spin up / spin down): -4.75 / -8.41 eV. For the electronic energy, the calculation gives -267.98903 Ha. For the energy above the lowest of the compared OMol25 structures with the same formula, charge and spin, the calculation gives 71.3 kJ/mol. As for the expectation value of S²: 0.76.

```
! RIJCOSX wB97M-V def2-TZVPD def2/J DEFGRID3
* xyz 1 2
O 2.4469 -0.0320 -0.1748
C 2.2743 1.1570 -0.0383
H 1.8539 1.7200 -0.8909
H 2.4694 1.7151 0.8863
C -2.3370 -0.5628 -0.0480
C -0.9756 -0.8789 -0.0423
O -0.1130 -0.2422 0.6279
H -3.0544 -1.3139 -0.3557
H -2.7833 0.2888 0.4537
H -0.5989 -1.6908 -0.6677
H 0.8175 -0.1604 0.2498
*
```

=====

This record from the OMol25 dataset describes 2 unconnected molecules or ions with the total composition C2H8N5 in a non-equilibrium geometry. The level of theory is ωB97M-V/def2-TZVPD.

The value obtained for the HOMO energy is -14.6 eV. As for the LUMO energy: -5.07 eV. For the electronic energy, the calculation gives -354.40156 Ha. For the energy above the lowest of the compared OMol25 structures with the same formula, charge and spin, the calculation gives 407.4 kJ/mol.

```
! RIJCOSX wB97M-V def2-TZVPD def2/J DEFGRID3
* xyz 1 1
C -0.9642 0.9667 1.6596
C 2.0034 0.6939 -0.5062
N -0.7363 2.3394 1.1794
N 0.1505 2.5220 0.4348
N -0.0082 0.1474 0.9332
N 0.7715 0.8671 0.3183
N -1.2122 -1.0831 -0.6577
H -0.8831 0.8628 2.7346
H -1.9350 0.4945 1.4642
H 2.1360 -0.3441 -0.6267
H 1.7879 1.2059 -1.3302
H 2.8025 1.1334 0.1069
H -1.8197 -1.6498 0.0010
H -0.3530 -1.6887 -0.6669
H -1.6365 -1.1614 -1.5446
*
```

=====

This record from the OMol25 dataset describes 3 unconnected molecules or ions with the total composition C5H12O2 in a non-equilibrium geometry. The level of theory is ωB97M-V/def2-TZVPD.

The value obtained for the HOMO energy (spin up / spin down) is 0.4 / -2.4 eV. As for the LUMO energy (spin up / spin down): 2.44 / 2.44 eV. For the electronic energy, the calculation gives -348.09297 Ha. For the energy above the lowest of the compared OMol25 structures with the same formula, charge and spin, the calculation gives 141.9 kJ/mol. As for the expectation value of S²: 0.76.

```
! RIJCOSX wB97M-V def2-TZVPD def2/J DEFGRID3
* xyz -1 2
C 1.9242 1.9229 -1.4739
C 2.1623 0.5192 -1.9289
C 3.4303 -0.0408 -1.9585
C 1.0847 -1.1364 -3.5064
C 1.0642 -0.1087 -2.5813
H 1.2508 2.5042 -2.0930
H 2.8831 2.4427 -1.3672
H 1.5374 2.0262 -0.4447
H 4.3106 0.5748 -1.7117
H 3.6271 -1.0651 -2.2240
H 1.9424 -1.6404 -3.9207
H 0.1588 -1.3951 -3.9877
H 0.0918 0.1754 -2.1656
H -1.6321 1.7102 5.0566
H -2.5151 0.6119 5.6167
O -2.3009 1.0700 4.7937
H -5.5090 -2.3716 2.9353
H -4.7360 -2.6569 4.2651
O -5.2500 -1.9998 3.7850
*
```

=====

This record from the OMol25 dataset describes 8 unconnected molecules or ions with the total composition C7H31N14O8 in a non-equilibrium geometry. The level of theory is ωB97M-V/def2-TZVPD.

The value obtained for the HOMO energy is -10.9 eV. As for the LUMO energy: -1.96 eV. For the electronic energy, the calculation gives -1653.75227 Ha. For the energy above the lowest of the compared OMol25 structures with the same formula, charge and spin, the calculation gives 530.8 kJ/mol.

```
! RIJCOSX wB97M-V def2-TZVPD def2/J DEFGRID3
* xyz 1 1
O 1.0028 -0.3630 0.1389
H 1.0249 0.5950 0.1968
H 0.2302 -0.7666 0.5412
H 1.2318 -0.6894 -0.7344
C -1.4017 -1.3118 3.8520
O -0.2630 -1.0751 3.4596
N -2.5685 -0.8896 3.3263
N -1.6266 -2.2453 4.7462
H -2.5138 -0.3023 2.5065
H -3.4650 -1.0371 3.7674
H -0.7673 -2.5883 5.1513
H -2.5757 -2.5392 4.9274
C 0.8734 0.8713 -2.6696
O 0.5813 -0.3325 -2.6227
N 2.0497 1.2883 -2.6027
N 0.0744 1.8327 -3.0265
H 2.2707 2.2735 -2.6276
H 2.7549 0.5837 -2.4400
H -0.8224 1.6124 -3.4354
H 0.3970 2.7872 -2.9548
C -2.4932 0.6521 0.0061
O -1.5371 0.1492 0.5203
N -3.7679 0.2715 0.1077
N -2.5280 1.7230 -0.7063
H -3.9317 -0.4961 0.7434
H -4.5461 0.5775 -0.4588
H -3.4097 2.1977 -0.8380
H -1.6973 2.2921 -0.6281
C -0.5611 -3.5265 -1.2767
O -0.3209 -2.7242 -0.3700
N -1.0215 -3.2440 -2.3894
N -0.3192 -4.7688 -1.1102
H -1.5289 -3.9093 -2.9550
H -1.3022 -2.3157 -2.6714
H 0.1437 -4.8347 -0.2150
H 0.1850 -5.0956 -1.9221
C 3.3001 -2.2337 -2.2369
O 3.1095 -1.2670 -1.6713
N 2.5104 -2.8033 -3.0949
N 4.4228 -2.9006 -2.1791
H 3.0275 -3.3588 -3.7614
H 1.6915 -2.2970 -3.4000
H 4.9038 -2.5060 -1.3835
H 4.8198 -3.7243 -2.6082
C -1.6320 2.5474 3.0953
O -1.6704 3.3954 2.1964
N -0.6941 1.7310 2.9669
N -2.4432 2.3172 4.0550
H -0.5228 0.9708 3.6094
H 0.0305 1.8872 2.2808
H -2.2778 1.6734 4.8155
H -3.2183 2.9522 3.9286
C 1.7537 3.1798 0.0349
O 1.1137 2.2685 0.5344
N 3.0585 3.3138 -0.0489
N 1.3035 4.2274 -0.6630
H 3.5289 4.1705 -0.3037
H 3.6127 2.4772 0.0651
H 2.0827 4.8053 -0.9442
H 0.3380 4.5214 -0.6240
*
```

=====

This record from the OMol25 dataset describes a molecular structure, C48H41N6OSc in a non-equilibrium geometry. The level of theory is ωB97M-V/def2-TZVPD.

The value obtained for the HOMO energy is -6.8 eV. As for the LUMO energy: -0.08 eV. For the electronic energy, the calculation gives -3018.50333 Ha. For the energy above the lowest of the compared OMol25 structures with the same formula, charge and spin, the calculation gives 50.7 kJ/mol.

```
! RIJCOSX wB97M-V def2-TZVPD def2/J DEFGRID3
* xyz 0 1
Sc 0.3886 0.0833 -0.2520
C 0.0534 -1.4653 -4.4918
C 0.5317 -1.2333 -3.1959
N 0.2308 -0.1553 -2.5034
C -0.5238 0.8295 -3.0869
C -1.0649 0.6635 -4.3776
C -0.7618 -0.5315 -5.0637
C -1.8303 1.6938 -4.9720
C -1.9617 2.8668 -4.2968
C -1.3997 3.0590 -3.0168
C -0.7104 2.0574 -2.3477
N -0.1050 2.0905 -1.1113
C -0.1084 3.1448 -0.2305
C -0.8171 4.3373 -0.2803
C -0.5649 5.4016 0.6140
C 0.3721 5.3138 1.5968
C 1.0203 4.0702 1.7894
C 1.9378 3.8490 2.8406
C 2.4544 2.6039 3.0533
C 2.0229 1.5592 2.2298
N 1.1980 1.7326 1.2248
C 0.7228 2.9810 0.9438
H 0.3255 -2.3814 -5.0004
H 1.1644 -1.9671 -2.7132
H -1.1735 -0.6815 -6.0582
H -2.2583 1.5482 -5.9575
H -2.5065 3.6870 -4.7485
H -1.5014 4.0310 -2.5827
H -1.6074 4.4684 -0.9913
H -1.1338 6.3172 0.4969
H 0.5988 6.1499 2.2501
H 2.2117 4.6835 3.4779
H 3.1530 2.4027 3.8550
H 2.3525 0.5430 2.4199
C 4.5959 2.2953 -0.7772
C 3.3013 1.8535 -1.1186
N 2.8149 0.7065 -0.7276
C 3.5952 -0.1164 0.0315
C 4.8943 0.2437 0.4432
C 5.3772 1.5023 0.0091
C 5.6367 -0.6432 1.2548
C 5.0789 -1.8410 1.6150
C 3.7805 -2.2082 1.1962
C 3.0231 -1.3673 0.4091
N 1.7313 -1.6486 -0.0438
C 1.4976 -2.9124 -0.5702
C 2.4675 -3.7545 -1.0886
C 2.1383 -4.9913 -1.6817
C 0.8466 -5.4237 -1.7680
C -0.1795 -4.6013 -1.2487
C -1.5416 -4.9806 -1.2538
C -2.4752 -4.1511 -0.7128
C -2.0614 -2.9078 -0.1902
N -0.8141 -2.5058 -0.1929
C 0.1360 -3.3506 -0.6765
H 4.9409 3.2609 -1.1259
H 2.6357 2.4827 -1.7036
H 6.3710 1.8199 0.3074
H 6.6350 -0.3667 1.5794
H 5.6406 -2.5234 2.2438
H 3.3605 -3.1620 1.4941
H 3.5054 -3.4531 -1.0423
H 2.9371 -5.6064 -2.0799
H 0.5977 -6.3797 -2.2164
H -1.8255 -5.9366 -1.6818
H -3.5244 -4.4202 -0.6820
H -2.7932 -2.2265 0.2282
C -3.6084 -0.2279 -1.5290
C -4.1050 0.5292 -0.2931
C -3.7759 2.0257 -0.3771
C -3.6336 -0.0419 1.0335
C -4.5918 -0.4786 1.9424
C -4.2510 -0.9867 3.1888
C -2.9132 -1.0449 3.5390
C -1.9183 -0.6216 2.6632
C -0.4656 -0.6871 3.0898
C -0.0151 -2.1186 3.3947
C -0.1963 0.2495 4.2657
C -2.2768 -0.1212 1.4006
O -1.3090 0.2312 0.5364
H -3.9169 0.2945 -2.4404
H -4.0221 -1.2405 -1.5642
H -2.5257 -0.3087 -1.5368
H -5.1930 0.4303 -0.2875
H -2.6959 2.1722 -0.3586
H -4.2065 2.5640 0.4727
H -4.1699 2.4604 -1.3025
H -5.6385 -0.4242 1.6554
H -5.0181 -1.3268 3.8749
H -2.6308 -1.4365 4.5135
H 0.1291 -0.3473 2.2508
H -0.6197 -2.5581 4.1933
H 1.0319 -2.1323 3.7153
H -0.1091 -2.7473 2.5065
H -0.7605 -0.0714 5.1469
H -0.4938 1.2756 4.0293
H 0.8652 0.2496 4.5333
*
```

=====

This record from the OMol25 dataset describes 6 unconnected molecules or ions with the total composition C5H24N2O6 in a non-equilibrium geometry. The level of theory is ωB97M-V/def2-TZVPD.

The value obtained for the HOMO energy is -9.2 eV. The SMILES is CNC[C@H](N)CCO.O.O.O.O.O. As for the LUMO energy: 0.16 eV. For the electronic energy, the calculation gives -765.79640 Ha. For the energy above the lowest of the compared OMol25 structures with the same formula, charge and spin, the calculation gives 214.8 kJ/mol.

```
! RIJCOSX wB97M-V def2-TZVPD def2/J DEFGRID3
* xyz 0 1
C -1.4768 2.4802 0.9941
N -1.1604 1.5941 -0.1017
C -1.6472 0.2297 -0.0065
C -0.6909 -0.6903 0.8236
N 0.4704 0.0159 1.3674
C -0.1829 -1.8345 -0.0632
C -1.2829 -2.7886 -0.4945
O -0.8544 -3.6510 -1.5728
H -2.4055 2.1398 1.4837
H -0.6779 2.5380 1.7219
H -1.7591 3.4946 0.7070
H -1.3178 1.9233 -1.0370
H -2.6742 0.1715 0.3616
H -1.6151 -0.1246 -1.0235
H -1.2606 -1.2089 1.5935
H 0.6105 0.8153 0.7627
H 0.2659 0.3737 2.2910
H 0.1636 -1.4425 -1.0371
H 0.7327 -2.3315 0.2488
H -1.6734 -3.4585 0.2762
H -2.1237 -2.2241 -0.9069
H -0.1897 -3.1588 -2.0646
O -1.3123 -1.5834 -3.6934
H -1.1729 -2.4811 -4.0097
H -1.2154 -1.0106 -4.4604
O 0.9193 4.0909 -0.5217
H 0.6486 3.5746 -1.2851
H 1.7113 3.6713 -0.1859
O 2.1142 -3.4637 1.9385
H 1.7117 -2.5880 1.9618
H 1.5517 -4.0654 1.4485
O 3.0053 1.2562 -0.4685
H 2.5528 1.2206 0.3849
H 2.4351 0.6551 -0.9669
O 2.3245 2.5923 2.1648
H 2.2906 3.1095 1.3510
H 3.1847 2.1590 2.0187
*
```

=====

Q: What is the electronic energy in the seventh record?
A: -3018.50333 Ha

=====

Q: Look up the electronic energy of the first one.
A: -6557.51236 Ha

=====

Q: Among the records above, which one has the lowest electronic energy?
A: C43H32Cl5F9N4O2PPbS2